[1]
Density functional theory data (wB97M-V/def2-TZVPD) for a cluster of 3 separate species, C40H70N5O11S2 in total.

- 2S+1 = 1
- HOMO energy (eV) = -10.08
- F_max (eV/Å) = 8.5
- calculated total energy (Eh) = -3462.61299
- net charge = +1

Geometry as XYZ:
```
128
Properties=species:S:1:pos:R:3:forces:R:3:lowdin_charge:R:1
H -1.74257 1.34833 -10.86413 0.1101 0.1435 -0.2375 0.11
H 4.10988 1.84688 4.44076 -1.3065 -0.6275 -2.2284 0.11
C 0.55536 0.91560 2.01797 0.2370 1.4879 0.4415 -0.17
H 0.85321 -1.32980 4.00194 0.0964 -0.2720 -1.5544 0.17
C -0.68568 -1.04722 1.01123 -1.8288 -0.9669 0.1306 -0.30
O -5.87070 -0.95414 9.59193 0.2866 -0.2828 -0.4246 -0.13
C 1.19048 4.78838 0.33871 0.5907 -4.6431 0.5976 -0.02
O -0.08835 -0.94530 -3.92775 -1.4160 0.1467 2.5276 -0.21
H 0.19106 1.45424 3.01938 0.6895 -1.2705 -2.0101 0.16
H 1.21846 0.91664 -10.15785 -0.0638 0.0398 -0.0125 0.12
H 0.14128 3.65618 -10.24927 -0.1799 -0.0350 -0.2177 0.11
C -0.26512 -1.88829 2.34879 -2.2933 -2.5128 0.0483 -0.13
O -1.80616 0.86494 1.89674 -2.4021 2.3662 1.7696 -0.04
N 8.09211 2.64210 1.58879 0.5416 -0.7589 1.0474 -0.23
C 4.75150 1.06669 2.39941 -0.2640 1.0441 -0.0496 -0.45
H -0.18133 -3.03959 2.04485 -0.2218 2.7009 0.4536 0.15
C -4.77855 -1.88705 9.57263 0.0189 0.5026 0.1917 -0.16
C 2.07711 -2.66348 3.00172 0.6822 -2.3956 -0.5275 -0.10
C 2.44543 0.43302 3.79439 0.1388 0.4242 0.1719 -0.13
H 2.53642 -2.34159 0.68182 -0.4960 -1.7746 1.9326 0.13
C 2.29180 4.21558 -0.71492 -1.1102 -0.4956 1.3027 -0.11
C -2.34818 -2.90691 -0.19081 2.4312 -5.3990 0.5334 -0.26
H 4.53848 -4.40447 0.96786 -0.7240 2.3323 1.3799 0.10
O -0.87768 2.19246 -9.15986 0.0193 0.0360 -0.4306 -0.15
H 2.77056 5.05423 -1.42047 -1.1300 -2.2674 1.6563 0.12
O 0.19471 -1.48293 -0.08088 -1.1839 2.0705 1.1086 -0.13
C -3.06519 -0.39326 6.72866 -0.3900 -0.4676 0.2139 -0.12
H -4.50506 -2.03220 10.62358 -0.0306 0.1752 -0.0987 0.13
H -2.16302 -0.12094 -3.79508 2.1254 0.0459 -0.3039 0.12
C -1.41594 -1.86530 3.55543 0.2505 -3.7785 2.0632 -0.06
H -3.53056 2.79173 -12.92952 0.1160 0.1653 0.1103 0.09
H 4.88250 -2.57415 1.62726 -1.2412 -1.8504 0.0005 0.08
H 6.96929 4.06755 0.00719 2.1328 -1.7758 0.6880 0.13
H 3.02697 -2.43628 3.64530 -2.0965 0.1539 -1.1530 0.13
H 2.49187 -0.39252 1.67090 -2.0528 0.0660 1.3447 0.13
H -2.87908 3.85685 -9.68466 0.0714 -0.0279 -0.0620 0.12
C 1.16445 2.14682 1.07781 0.5590 1.2193 -0.5349 -0.06
C 2.26291 1.77504 -0.06046 -1.7486 4.1320 0.6660 -0.07
C 0.53582 3.65524 1.38155 4.2033 -0.9002 -4.6969 0.02
C -0.74564 3.54112 -9.62515 -0.3443 0.0056 0.1471 -0.17
H -2.67866 -2.00036 9.07653 0.0699 0.0106 0.2500 0.12
C -2.00531 4.08297 -10.31029 0.5212 -0.2050 -0.2999 -0.19
H -7.99200 -2.26850 8.68436 0.1040 0.0250 -0.0665 0.13
O -3.49096 -3.11722 -1.12647 1.2013 0.3113 3.5331 -0.03
H 2.64221 0.65666 -0.23472 -0.9381 2.8815 0.4274 0.12
C 9.29114 1.72588 1.69215 -0.3604 2.1991 -6.1713 -0.04
H 9.64499 1.13708 2.64143 -1.1458 1.5211 -2.0599 0.12
C 1.88988 -4.61024 1.04201 0.2273 -0.0808 -0.6473 -0.09
H -3.33054 -0.34280 9.15446 -0.0716 -0.0571 -0.0320 0.13
O 0.63638 2.00881 -11.84037 0.3025 0.0888 0.3759 -0.21
H -7.28367 -4.37976 8.65383 -0.1200 -0.0152 -0.0468 0.09
H -0.27938 3.89505 2.18460 1.8315 -0.5972 -1.6202 0.09
H 4.85100 1.88437 1.56312 -0.2330 -2.0347 1.2717 0.09
S 6.39127 1.08673 3.35483 0.3511 1.0635 -0.6573 0.75
H 3.00206 -0.40073 4.42376 -1.0967 1.4880 -1.5228 0.13
O -1.56116 -3.96142 0.03232 -4.6923 6.9940 -1.0042 0.00
H -0.57146 4.14271 -8.72584 -0.1305 -0.1303 -0.0156 0.12
H 3.14116 2.57291 2.99772 0.4089 -2.1491 0.7769 0.11
H 0.15762 -2.70923 -2.59754 -0.6338 2.3188 -0.3328 0.15
C 7.84668 3.33580 0.26711 5.6785 -4.6485 0.5412 -0.05
H -1.91969 5.16929 -10.42464 -0.0141 0.0918 0.2431 0.12
H 0.38026 0.02135 -11.45184 -0.0243 -0.2195 0.1617 0.12
O -2.14815 3.52649 -11.61448 -0.3166 -0.2439 0.2713 -0.21
C 7.30334 2.70571 2.91084 -0.1671 1.8723 -0.6089 -0.95
H -5.10025 -2.85653 9.20150 0.0762 -0.0238 -0.2876 0.11
H 1.09194 -0.25244 -1.57777 -2.4421 -0.8025 0.5850 0.13
C 3.56513 1.56434 3.41645 0.5675 0.3526 0.8918 -0.24
H -1.04532 -0.83683 -6.33887 -0.6308 2.3327 1.2807 0.10
O -6.53082 -2.94661 7.35292 -0.0400 -0.1786 0.3574 -0.22
H 2.46087 2.56345 -11.01937 0.1030 -0.0924 0.0126 0.08
H -0.38796 0.93136 -6.30270 -1.5172 -1.3294 1.1036 0.08
H -4.17994 -3.64432 -0.59372 1.5524 0.8790 -1.1864 0.14
C -1.48656 -3.12977 4.39135 0.6615 3.3320 -2.2726 0.05
C -2.23231 -1.42496 0.49651 -0.4873 -0.1549 -0.6747 0.02
C 2.57340 -3.17127 1.52929 1.7321 -0.8638 -0.5551 -0.32
S 7.28718 4.09316 3.89859 0.0173 -3.2425 -2.2803 0.65
C -6.52783 -0.72174 8.34014 -0.3197 -0.1798 0.2626 -0.17
C -0.35528 -1.65389 -2.64448 -1.3709 -0.1965 0.4796 -0.14
H -2.10006 -0.93637 3.78141 1.1531 -2.2238 -1.0547 0.10
H -1.52717 -1.85783 -2.64234 2.3145 0.2800 0.2021 0.12
H -0.77646 0.13195 -1.29235 1.6533 -1.5120 0.4707 0.13
C -7.06116 -4.24057 7.59004 0.2494 0.1840 -0.1043 -0.11
H 0.86492 5.92901 0.37739 0.9133 -2.7826 -0.1846 0.10
H -2.25550 0.71052 -6.14901 2.2762 -1.2256 0.7614 0.09
C 1.65384 -0.20138 2.46421 1.9615 1.9877 0.9837 -0.16
H 1.52654 -3.59003 3.51363 1.1449 2.1490 -1.0218 0.15
O -3.73328 -1.43764 7.42193 0.1164 0.5197 -0.2345 -0.21
H -6.30506 -4.97813 7.30588 -0.0857 0.1831 -0.0586 0.09
H -2.58719 -0.64461 -0.33425 0.9422 -1.6962 1.9022 0.16
H -0.76456 1.17838 -3.79426 -0.3664 -2.1625 -0.3427 0.13
C -3.54078 -1.37143 8.83531 -0.4001 -0.3333 -0.1367 -0.19
H -2.45576 -3.51608 4.92167 2.1572 1.3938 -0.5462 0.09
H -8.01751 -1.58461 7.03447 -0.1713 0.1534 0.1222 0.13
H -5.82030 -0.38441 7.58185 0.0048 -0.2507 -0.0947 0.11
H -3.36725 0.58360 7.12019 0.1301 0.0468 0.0147 0.09
H 2.54328 1.48681 -12.45517 0.2017 -0.0181 0.0378 0.09
C 4.20094 -3.52255 1.69426 -0.4684 -0.7475 1.0550 -0.10
C -1.08015 0.11320 -4.17230 -0.5835 0.8179 -2.4264 -0.25
H -1.80494 1.88628 1.89404 0.1283 -2.3343 -0.5925 0.16
H 1.64561 0.90106 4.54687 1.6063 -0.9547 -1.7234 0.14
N 2.80546 2.83708 -0.95458 -3.7937 1.0313 4.2713 0.00
H -1.16307 0.24739 -9.63605 0.1278 0.1212 0.0688 0.12
C -7.36814 -1.90860 7.85534 0.5097 0.2160 -0.1729 -0.19
C 0.02429 -0.71626 -1.31284 1.0653 0.6124 -2.7841 -0.14
C -0.92405 1.17317 -10.17099 0.3831 -0.0600 0.3104 -0.17
H -7.21005 0.11650 8.52165 0.0380 -0.1648 0.1125 0.13
N 8.97965 2.79004 -0.61506 -1.4098 -0.6497 4.6345 -0.04
H -4.03853 2.75508 -11.23444 -0.0781 0.0945 0.0298 0.09
N 1.05777 -1.51952 2.97338 0.7400 1.0943 0.8962 -0.07
H 10.83147 1.23139 -0.18514 -2.2570 1.6680 0.3269 0.10
C 9.88309 1.82307 0.16471 -4.5827 2.0914 4.0521 -0.08
H 4.62915 -0.02909 1.99598 0.2516 2.2506 0.6255 0.07
H 4.30653 -3.98170 2.79123 0.0165 0.9466 -2.3064 0.10
H -7.95965 -4.39929 6.99011 -0.1333 -0.1303 0.0725 0.09
N -0.67718 0.42166 1.32162 4.0522 -1.6315 -1.9928 -0.16
C 0.40733 0.96299 -10.89545 -0.4086 0.4085 -0.2976 -0.19
H -3.03024 -1.36942 1.34725 1.5363 -0.2078 -1.5350 0.14
H 2.64659 -5.52107 1.19773 -1.6168 2.1623 -0.1235 0.09
H -3.35836 -0.44202 5.67608 -0.0138 -0.1035 0.1346 0.07
H -3.99274 4.31300 -12.12668 -0.1988 0.0144 0.0256 0.09
C 2.01421 2.32054 -11.98905 -0.4612 0.0476 -0.1121 -0.11
C -1.20776 0.23304 -5.83560 0.1462 0.0740 -0.1937 -0.10
H 2.09593 3.20267 -12.63048 -0.1078 -0.1935 0.0330 0.09
H 0.90777 -4.87876 1.61866 1.7306 0.6232 -1.2643 0.07
H -1.98324 -0.51808 6.80670 0.1896 0.1643 -0.0066 0.08
H 1.69142 -4.56714 -0.13353 0.1946 -0.0582 2.7288 0.11
C -3.50481 3.34614 -11.98698 0.3713 -0.0448 -0.0982 -0.11
H -0.49298 -3.77767 4.52445 -2.5992 1.0766 -0.9319 0.08
```
Positions in Å, forces in eV/Å.



[2]
Density functional theory data (wB97M-V/def2-TZVPD) for a structure of composition C24H26N3O3ReSi.

- 2S+1 = 4
- HOMO energy (spin up / spin down) (eV) = -11.29 / -11.40
- <S²> = 3.78
- F_max (eV/Å) = 0.7
- calculated total energy (Eh) = -1687.70961
- net charge = +1

Geometry as XYZ:
```
58
Properties=species:S:1:pos:R:3:forces:R:3:nbo_charge:R:1
H -6.01082 -1.32793 -3.96390 -0.0011 -0.0065 -0.0003 0.23
H -0.40431 2.04297 -3.61196 0.0356 0.0034 -0.0246 0.23
C -5.27427 -1.73589 -3.28518 0.0240 0.0175 0.0090 -0.21
N -0.30320 0.62657 -2.16806 -0.2646 0.0277 -0.4991 -0.42
C 2.97028 4.07662 -2.93938 -0.0938 -0.0203 -0.0308 -0.21
H 5.58789 0.59372 0.48251 0.0062 -0.0148 -0.0045 0.21
H 0.11904 1.37912 4.49242 -0.0114 0.0228 -0.0043 0.25
O 4.46979 2.03381 -0.35987 -0.0642 -0.0540 0.1379 -0.48
C -3.39176 -2.78399 -1.52476 -0.0309 -0.0100 0.0551 -0.19
C 2.18608 -3.50473 1.96254 0.0009 0.0419 0.0316 -0.18
H 3.27250 -4.14794 3.69767 -0.0033 0.0013 0.0027 0.23
H -3.90638 -0.09992 -3.53651 0.0107 -0.0012 0.0061 0.23
N -1.50099 0.11021 -2.68845 0.3191 0.1744 0.2400 -0.35
C 0.17904 1.65607 -2.78136 0.1096 -0.0371 0.0549 0.19
H 0.68880 2.72011 1.80686 -0.0075 0.0109 -0.0062 0.26
O -1.20795 -1.19852 -0.83620 0.1257 -0.0632 -0.2079 -0.71
C 2.30851 1.79945 -1.48086 -0.0964 -0.4030 0.3514 0.24
H 4.78932 4.03724 -1.79172 -0.0027 -0.0005 -0.0076 0.24
C -4.56775 -3.47317 -1.77271 0.0067 0.0068 -0.0012 -0.20
H -0.99159 3.27747 1.77101 0.0109 -0.0080 0.0262 0.27
C -4.09964 -1.04471 -3.04763 -0.0234 -0.0549 -0.0347 -0.18
H -4.75258 -4.41879 -1.28155 0.0036 0.0008 0.0020 0.22
H -1.11140 0.10731 4.63370 -0.0010 -0.0071 -0.0145 0.26
H 3.84574 0.39254 0.77589 0.0305 -0.0117 0.0016 0.18
H -6.42618 -3.48759 -2.83945 0.0040 -0.0028 0.0037 0.23
C -0.84016 1.02637 4.11346 0.0102 -0.0135 0.0709 -1.14
N 0.19353 -0.39282 1.55183 0.6730 -0.0976 0.2542 -0.96
H -3.32987 1.11664 2.24055 -0.0112 -0.0158 -0.0170 0.26
H -2.65780 -3.18194 -0.83768 0.0058 -0.0021 -0.0078 0.23
H 2.45931 -4.36258 1.36317 0.0131 -0.0024 0.0101 0.23
H 2.57881 -2.19650 5.05356 0.0056 -0.0124 -0.0035 0.23
C -2.62531 0.46889 1.71247 -0.0876 -0.0708 0.0029 -1.14
H -1.59113 1.78098 4.36699 0.0190 -0.0120 0.0419 0.26
C 4.59914 0.66521 0.03939 0.0618 0.0414 -0.0382 -0.24
H -2.89208 -0.56668 1.93334 -0.0029 0.0093 0.0087 0.26
C -1.90863 -0.83651 -1.91823 -0.1552 -0.2293 0.0959 0.55
C 0.98759 -1.41948 2.17714 -0.4942 0.1511 -0.0295 0.21
C -3.15613 -1.57175 -2.16624 0.0561 0.1524 -0.0803 -0.08
H -0.32279 2.45911 0.38346 -0.0210 -0.0029 0.0058 0.23
C -0.32175 2.46331 1.48131 0.0642 0.0606 -0.0843 -1.14
H 1.08851 3.80762 -3.94275 -0.0007 0.0057 -0.0013 0.23
C 2.63384 -3.38718 3.27063 0.0010 -0.0251 -0.0327 -0.21
C 3.83804 3.56163 -1.99221 0.0528 -0.0516 0.0499 -0.18
H -2.77618 0.62838 0.64250 0.0243 -0.0046 -0.0022 0.24
H 0.96756 -2.68192 0.41941 -0.0392 0.0411 0.0086 0.21
C 1.77001 3.43844 -3.18805 0.1105 0.0264 0.0674 -0.17
C 1.42718 2.29849 -2.45415 -0.1135 0.0275 -0.1868 -0.13
C 3.54165 2.41071 -1.26027 0.0540 0.2474 -0.1814 0.27
C 1.42168 -1.31252 3.49303 0.1742 -0.0339 0.0143 -0.27
O 1.97553 0.70411 -0.73242 0.0666 0.3007 -0.2692 -0.70
C 1.36034 -2.53141 1.42260 -0.0260 -0.1722 -0.0170 -0.28
H 1.14729 -0.46360 4.09716 -0.0079 0.0307 -0.0128 0.23
H 3.24186 4.96618 -3.48951 -0.0002 -0.0035 -0.0046 0.24
Re 0.35061 -0.15310 -0.31896 -0.4487 0.0530 0.2375 1.79
H 4.53740 0.00333 -0.82490 -0.0057 -0.0136 0.0163 0.18
Si -0.90239 0.87267 2.27042 -0.0161 -0.0433 0.0140 1.76
C -5.50680 -2.94948 -2.64992 -0.0174 -0.0078 -0.0069 -0.17
C 2.24295 -2.29463 4.02980 -0.0317 0.0548 -0.0093 -0.16
```
Positions in Å, forces in eV/Å.